ORCA calculation (ωB97M-V with the def2-TZVPD basis set) on a structure of composition C14H13CdF2NO11P2.

Properties
Relative energy (zero: lowest compared OMol25 entry of this formula, charge and spin) ... 25.5 kcal per mole
E ... -2474.247210 a.u.
Net charge ... -2
2S+1 ... 1

Each line ends with the Löwdin charge.
Element x y z (Å)
Cd: 0.40 -0.86 -0.96  1.3986
O: 2.01 -3.87 2.40  0.0709
C: 1.31 -3.05 1.57  -0.4656
O: 1.30 -3.24 0.38  0.0524
C: 0.56 -1.95 2.29  -0.2689
C: 0.17 -2.17 3.59  -0.0762
C: -0.77 -1.23 4.10  -0.1230
C: -1.18 -0.18 3.36  -0.0317
C: -0.60 0.05 2.04  -0.2181
N: 0.24 -0.92 1.52  0.0747
C: -0.91 1.15 1.33  -0.3967
O: -1.92 2.02 1.66  0.0189
O: -0.46 1.29 0.02  -0.0542
H: 2.39 -4.52 1.79  0.1111
H: 0.48 -3.04 4.14  0.0793
H: -1.20 -1.38 5.09  0.0853
H: -1.92 0.52 3.73  0.0936
H: -2.69 1.76 1.14  0.1015
O: -0.55 -2.78 -3.39  -0.1798
P: -1.06 -1.29 -3.79  0.1298
O: -1.29 -1.23 -5.24  -0.3227
O: -0.18 -0.28 -3.10  -0.4135
O: -2.48 -1.24 -2.99  -0.2879
P: -2.75 -1.44 -1.42  0.1570
O: -3.91 -2.57 -1.44  -0.1483
O: -3.24 -0.18 -0.80  -0.3011
O: -1.52 -2.15 -0.84  -0.4130
H: -0.77 -3.01 -2.47  0.0211
H: -4.71 -2.18 -1.79  0.0577
C: 1.83 4.56 -1.10  -0.1296
C: 1.40 3.62 -2.03  -0.0906
C: 0.63 2.54 -1.64  -0.0108
C: 0.29 2.40 -0.30  -0.2516
C: 0.70 3.32 0.65  -0.0127
C: 1.48 4.40 0.24  -0.1073
H: 2.44 5.40 -1.41  0.0808
H: 1.68 3.71 -3.07  0.0971
H: 0.30 1.78 -2.35  0.0883
H: 0.42 3.18 1.68  0.1106
H: 1.81 5.12 0.98  0.0878
F: 3.07 0.69 -0.56  -0.1294
C: 2.66 -0.61 -0.87  -0.3875
F: 3.38 -0.92 -2.03  -0.1343
H: 3.14 -1.23 -0.09  0.0380

ORCA calculation (ωB97M-V with the def2-TZVPD basis set) on a cluster of 2 separate species, C5H11FN4O7P3S in total.

Properties
E ... -2464.800403 a.u.
Net charge ... +1
2S+1 ... 1

Each line ends with the Löwdin charge.
Element x y z (Å)
O: 0.27 -4.49 0.92  -0.3992
P: 0.14 -3.25 1.70  0.7526
N: -0.39 -1.99 0.60  -0.0601
C: -1.55 -1.63 0.00  -0.3894
N: -2.74 -2.21 0.16  -0.0859
P: -3.20 -3.55 1.18  0.3382
S: -3.64 -2.93 2.96  0.1788
N: -1.42 -0.56 -0.83  0.1971
C: -0.13 -0.27 -0.75  -0.0867
N: 0.51 -1.09 0.09  -0.0886
P: 2.22 -0.88 0.36  0.4263
O: 2.59 -0.82 1.75  -0.2094
O: 3.06 -1.95 -0.48  -0.0485
O: 2.57 0.52 -0.34  -0.0781
H: 1.40 -2.94 2.26  0.0520
H: -0.78 -3.41 2.77  0.0053
H: -3.49 -1.80 -0.40  0.1375
H: -2.25 -4.60 1.13  -0.0144
H: -4.39 -4.06 0.59  0.0007
H: 0.26 0.54 -1.35  0.1529
H: 2.45 -2.54 -0.96  0.1057
H: 2.17 1.20 0.24  0.0815
C: -0.28 4.27 -1.54  -0.0462
C: 1.15 4.61 -1.88  -0.3158
O: 1.77 4.63 -0.61  0.1532
C: 1.08 3.77 0.18  -0.5535
O: 1.47 3.34 1.22  0.1739
O: -0.12 3.45 -0.38  0.0529
F: 1.25 5.83 -2.44  0.0988
H: -0.86 5.16 -1.29  0.1518
H: -0.78 3.73 -2.34  0.1411
H: 1.65 3.87 -2.52  0.1755

ORCA calculation (ωB97M-V with the def2-TZVPD basis set) on the molecule C5H4O2.

Properties
Relative energy (zero: lowest compared OMol25 entry of this formula, charge and spin) ... 64.1 kcal per mole
E ... -343.290199 a.u.
SMILES ... C#CC(=O)C(C)=O
2S+1 ... 1

Each line ends with the Löwdin charge.
Element x y z (Å)
C: 0.25 -1.14 -2.82  0.1222
C: -0.11 -0.52 -1.84  0.0117
C: -0.74 0.05 -0.50  -0.3264
C: 0.31 0.67 0.46  -0.3344
C: 0.05 0.34 1.93  0.0230
O: -1.88 0.19 -0.29  0.1607
O: 1.36 1.14 0.06  0.1106
H: 0.71 -1.43 -3.71  0.0227
H: -0.98 0.30 2.11  0.0657
H: 0.46 -0.58 2.00  0.0555
H: 0.56 0.99 2.60  0.0886

| no. | maximum force (Eh/bohr) | Kohn-Sham gap (eV) | highest occupied orbital energy (eV) |
| --- | --- | --- | --- |
| 1 | 0.0164 | 5.5 | -0.77 |
| 2 | 0.0702 | 8.3 | -12.63 |
| 3 | 0.0886 | 9.5 | -10.01 |